(1)
A 2-piece molecular cluster, ClH2N3O2 overall, computed with ωB97M-V with the def2-TZVPD basis set.

The geometry in XYZ format:
```
8
Properties=species:S:1:pos:R:3:forces:R:3:lowdin_charge:R:1
Cl -8.6471 0.7144 -0.1094 -0.14 0.00 0.00 -1.000
O -0.3552 1.5637 0.2324 -1.35 0.68 0.23 -0.207
O 2.5167 -1.7718 0.3168 0.09 -2.87 1.34 -0.429
N 1.0435 -0.0493 0.2348 -4.17 2.54 -1.12 -0.069
N 2.2818 -0.5626 -0.1059 1.77 1.63 -1.35 -0.352
N 0.4547 0.9709 -0.4670 2.46 -2.32 1.11 -0.175
H 0.4040 -0.2724 1.0387 1.80 -0.22 -0.38 0.145
H 2.3017 -0.5929 -1.1403 -0.46 0.56 0.17 0.087
```
Forces are in eV/Å.

Its net charge is -2. Its LUMO energy (alpha / beta) is 6.8477 / 6.8476 eV.



(2)
A 2-piece molecular cluster, C4H15N2O overall, computed with ωB97M-V with the def2-TZVPD basis set.

The geometry in XYZ format:
```
22
Properties=species:S:1:pos:R:3:forces:R:3:lowdin_charge:R:1
O -0.7779 2.7055 0.2214 0.05 0.05 -0.30 -0.252
N 0.9025 0.4611 0.7348 -0.13 0.58 -0.73 0.124
N 1.0950 -0.7608 -1.8721 0.15 0.17 0.66 -0.022
C 0.0798 -1.5309 1.8877 -0.58 -0.72 -0.55 -0.078
C -0.8550 -0.9098 -0.3749 0.52 0.92 -0.68 -0.156
C -0.2768 -0.2586 -1.6461 0.85 -0.73 0.09 -0.294
C -0.3159 -0.3850 0.9668 0.73 -0.75 -0.16 -0.406
H -0.2574 0.8280 -1.5962 -0.17 0.02 -0.02 0.075
H 1.5373 0.0365 0.0330 -0.05 -0.31 0.39 0.098
H 1.6652 -0.2048 -2.4932 -0.23 0.09 -0.19 0.064
H -1.9127 -0.6869 -0.4741 -0.36 -0.44 0.48 0.109
H -1.0536 0.2502 1.4202 -0.17 0.41 0.30 0.101
H -1.4377 2.9961 0.8751 -0.02 -0.05 0.17 0.001
H 0.5980 1.3497 0.2859 -0.15 0.24 0.37 0.048
H -0.6353 -1.9751 -0.4543 -0.38 -0.08 0.03 0.108
H 0.9608 -2.0403 1.4891 0.27 0.28 0.26 0.085
H 1.3959 0.7644 1.5915 -0.02 -0.14 0.07 0.068
H -0.6806 -2.3140 1.8040 -0.22 0.19 0.24 0.081
H 1.0732 -1.7145 -2.2020 0.09 -0.04 -0.07 0.071
H -0.3648 3.5381 -0.0800 0.06 -0.14 0.04 0.007
H -0.9023 -0.5795 -2.4639 -0.49 0.24 -0.39 0.099
H 0.1749 -1.2698 2.9363 0.27 0.17 0.01 0.069
```
Forces are in eV/Å.

As for the spin multiplicity: 2. Its LUMO energy (alpha / beta) is 0.8064 / 0.6775 eV.



(3)
An isolated molecule of C5H10O, computed with ωB97M-V with the def2-TZVPD basis set.

The geometry in XYZ format:
```
16
Properties=species:S:1:pos:R:3:forces:R:3:lowdin_charge:R:1
O 0.4407 1.9309 -0.2302 -0.15 0.27 -0.08 -0.041
C -1.1017 0.0663 -0.6667 -0.02 0.03 -0.04 -0.134
C 0.3143 0.6607 -0.8581 0.02 -0.34 -0.14 -0.393
C 1.2371 -0.2904 -0.1002 0.06 -0.02 -0.06 -0.153
C 0.3974 -0.7136 1.1070 0.02 0.01 0.07 -0.194
C -0.9888 -0.9555 0.4913 -0.05 -0.06 0.03 -0.187
H 0.7907 -1.5964 1.6210 -0.04 0.13 -0.07 0.106
H -1.0388 -1.9751 0.0921 0.01 0.12 0.04 0.105
H -0.2028 2.5239 -0.6376 0.13 -0.04 0.13 0.091
H -1.8037 0.8729 -0.4257 0.10 -0.10 -0.04 0.108
H 2.1834 0.2017 0.1432 -0.13 -0.09 0.02 0.116
H 0.3561 0.1079 1.8298 0.01 -0.09 -0.09 0.111
H -1.7989 -0.8600 1.2206 0.11 0.01 -0.11 0.103
H 1.4554 -1.1646 -0.7270 -0.04 0.11 0.06 0.119
H -1.4629 -0.4078 -1.5859 0.08 0.07 0.12 0.106
H 0.5953 0.7401 -1.9191 -0.09 0.01 0.17 0.137
```
Forces are in eV/Å.

Its LUMO energy is 1.0148 eV. The SMILES is OC1CCCC1.



(4)
An isolated molecule of C18H29N5O3S, computed with ωB97M-V with the def2-TZVPD basis set.

The geometry in XYZ format:
```
56
Properties=species:S:1:pos:R:3:forces:R:3:lowdin_charge:R:1
S -1.4187 -1.0341 0.0885 -0.49 -0.18 0.01 1.001
O 0.8691 -3.9995 5.8451 0.02 -0.17 0.05 -0.131
O 2.0607 1.5011 -3.8301 -0.09 0.05 -0.30 0.073
O 5.0485 2.2713 -0.5016 0.35 0.15 0.02 0.077
N 0.2383 -2.6477 3.4313 0.05 -0.06 -0.03 -0.178
N 0.2823 0.1554 -1.6437 0.25 -0.16 0.56 -0.018
N 3.1409 1.1973 0.1132 0.09 0.07 0.01 0.006
N 1.0255 0.0802 0.4644 0.25 0.11 0.29 0.151
N 3.5010 1.8566 -2.1007 0.21 0.19 -0.38 0.208
C -0.5915 0.0297 -2.7801 -0.49 0.23 -0.39 -0.147
C 3.9735 1.8058 -0.8019 -0.05 -0.04 0.11 -0.474
C -0.7165 -3.5395 4.0673 0.09 0.03 0.35 -0.168
C 2.3079 1.3789 -2.6485 -0.10 -0.12 0.31 -0.405
C 1.8025 -3.1555 5.2145 0.27 0.09 -0.32 -0.198
C 1.5871 -3.1161 3.7010 0.04 0.00 0.36 -0.167
C 3.5391 1.0775 1.4977 0.14 0.02 0.26 -0.003
C 1.9445 0.7005 -0.3046 -0.76 -0.10 -1.17 -0.215
C -1.0631 -1.3440 1.8425 0.23 0.01 -0.37 -0.439
C -2.4951 1.0526 -4.0642 -0.12 0.14 0.28 -0.213
C -3.5817 2.1262 -4.1408 0.19 -0.05 -0.27 -0.218
C 1.5161 0.7738 -1.6237 0.49 0.09 0.69 -0.067
C -1.5802 1.1950 -2.8524 0.04 -0.28 -0.28 -0.181
C -3.0441 3.5514 -4.3348 -0.18 -0.03 0.18 -0.261
C -0.4430 -3.5713 5.5711 -0.36 -0.01 -0.19 -0.198
C -2.9928 4.3572 -3.0410 0.06 0.00 -0.23 -0.114
C 0.0423 -0.2247 -0.3715 0.18 0.07 -0.10 -0.591
C -0.0267 -2.4467 2.0200 -0.01 0.06 0.05 -0.272
H 3.7310 0.0321 1.7431 0.01 0.02 0.04 0.093
H 0.0333 0.0195 -3.6758 -0.08 -0.11 0.10 0.131
H 2.7410 1.4505 2.1379 0.04 -0.01 0.02 0.094
H 4.1325 2.3072 -2.7539 -0.11 -0.08 0.14 0.169
H -2.5976 5.3526 -3.2323 0.03 0.11 0.08 0.069
H -1.1311 -0.9181 -2.6923 0.10 0.02 -0.08 0.116
H 4.4465 1.6622 1.6340 -0.11 -0.07 0.01 0.090
H -0.6009 -2.5636 5.9842 -0.03 -0.08 -0.02 0.127
H -1.8901 1.0883 -4.9726 0.01 -0.06 -0.09 0.119
H 1.7584 -4.1248 3.2855 0.03 0.05 -0.01 0.133
H -2.3617 3.8768 -2.2986 0.06 -0.03 0.14 0.058
H -3.6858 4.0844 -5.0395 0.08 0.00 -0.06 0.101
H 2.7891 -3.5554 5.4538 -0.03 0.09 -0.03 0.125
H -4.2330 1.8720 -4.9796 -0.08 -0.01 0.05 0.104
H -1.7288 -3.1720 3.8935 -0.05 -0.05 0.01 0.118
H 1.7118 -2.1344 5.6144 0.05 -0.06 -0.03 0.127
H -2.0474 3.5063 -4.7774 0.04 0.02 -0.11 0.105
H -2.9780 0.0727 -4.0250 0.02 -0.08 -0.07 0.113
H -2.1773 1.2148 -1.9377 0.01 0.08 0.06 0.110
H -0.3707 -3.3689 1.5221 0.06 0.05 0.02 0.122
H -2.0230 -1.6123 2.2805 -0.04 0.06 -0.01 0.068
H -0.6371 -4.5649 3.6628 -0.04 0.06 0.00 0.132
H 2.2990 -2.4212 3.2519 0.03 -0.04 -0.01 0.120
H -1.0122 2.1233 -2.9223 0.04 0.07 0.09 0.114
H -4.1898 2.0875 -3.2347 -0.11 -0.03 0.03 0.109
H -1.1077 -4.2785 6.0700 -0.01 0.09 -0.03 0.125
H -3.9914 4.4630 -2.6217 -0.08 0.02 0.08 0.072
H 0.8965 -2.1172 1.5389 -0.10 -0.09 0.02 0.097
H -0.7016 -0.4133 2.2741 -0.05 -0.05 0.10 0.081
```
Forces are in eV/Å.

Its LUMO energy is 0.5034 eV. The SMILES is CCCCCCn1c(SCCN2CCOCC2)nc2c1c(=O)[nH]c(=O)n2C.



(5)
C11H14BCrN7 as an isolated structure, computed with ωB97M-V with the def2-TZVPD basis set.

The geometry in XYZ format:
```
34
Properties=species:S:1:pos:R:3:forces:R:3:lowdin_charge:R:1
Cr -0.0672 -0.2078 -0.3236 0.02 1.15 1.77 0.604
N 1.1845 -1.0758 -1.5324 2.15 -1.37 -1.93 -0.079
N -1.2856 -0.0998 -2.9558 -0.73 -0.26 1.48 0.005
N 0.5123 1.5749 -2.5544 0.02 0.40 1.48 -0.001
N -1.5261 -0.3027 -1.5987 -2.07 0.02 -1.73 -0.076
N 1.1396 -0.8049 -2.8988 0.38 -0.56 1.52 0.002
N 0.4395 0.9388 3.4511 -0.98 -0.01 -2.03 0.079
N 0.4602 1.5028 -1.1651 0.62 2.01 -1.31 -0.077
C 0.8103 2.7108 -0.6772 -0.21 -0.67 -1.67 -0.103
C 1.0799 3.5657 -1.7504 0.04 0.09 -0.18 -0.057
C 2.7164 -2.3397 -2.5471 0.07 0.03 -0.41 -0.057
C -0.5343 -1.7547 0.7944 -0.39 -1.23 0.49 -0.280
C -0.1102 0.9129 2.4243 0.41 0.16 1.00 -0.124
C -3.4547 -0.5334 -2.6919 0.03 0.03 -0.44 -0.055
C 0.8807 2.8153 -2.9056 -0.02 -0.08 0.45 -0.063
C -2.8402 -0.5653 -1.4404 1.20 0.33 -1.11 -0.103
C 2.1435 -2.0014 -1.3204 -0.81 0.83 -1.18 -0.104
C -2.4489 -0.2392 -3.6168 0.05 -0.16 0.76 -0.058
C 2.0630 -1.5670 -3.5103 -0.10 -0.10 0.53 -0.063
B 0.1557 0.3084 -3.3999 0.04 -0.32 0.97 -0.448
H 2.1707 -1.5174 -4.5843 0.09 -0.06 0.12 0.122
H 2.3497 -2.3704 -0.3227 -0.09 0.11 -0.22 0.117
H 0.9733 3.0737 -3.9505 0.02 0.05 0.13 0.125
H 0.8470 2.9116 0.3794 -0.01 -0.10 0.08 0.105
H -3.2495 -0.7598 -0.4583 0.11 0.02 -0.18 0.115
H -0.6994 0.8797 1.4672 0.50 0.08 1.14 0.035
H -0.4590 -1.5433 1.8623 -0.09 -0.34 0.17 -0.030
H 3.4969 -3.0614 -2.7110 0.03 0.02 -0.10 0.091
H 0.1377 -2.5834 0.5373 -0.11 -0.11 0.28 -0.022
H -2.4643 -0.1453 -4.6892 -0.13 0.03 -0.02 0.121
H -1.5483 -2.0905 0.5476 0.00 -0.18 0.32 -0.022
H 1.3800 4.5948 -1.6955 0.04 0.10 -0.03 0.092
H -4.4930 -0.7138 -2.8981 -0.07 0.01 -0.10 0.091
H 0.2397 0.4874 -4.5741 0.00 0.07 -0.06 0.116
```
Forces are in eV/Å.

As for the spin multiplicity: 5. Its LUMO energy (alpha / beta) is 0.5945 / 0.5581 eV.



(6)
An isolated molecule of C5H8N2, computed with ωB97M-V with the def2-TZVPD basis set.

The geometry in XYZ format:
```
15
Properties=species:S:1:pos:R:3:forces:R:3:lowdin_charge:R:1
N 0.1390 -0.3312 1.3188 -0.73 0.03 0.07 0.040
N 2.0870 0.0353 -1.7520 -0.56 -0.18 0.71 0.053
C -0.8336 -0.0150 0.3998 -0.22 0.21 0.09 -0.337
C -0.2174 0.1697 -0.8038 0.21 0.02 -0.16 -0.032
C -2.2999 0.1870 0.6922 0.18 -0.05 -0.05 -0.041
C 1.1892 -0.0096 -0.6340 -0.51 -0.22 0.21 -0.328
C 1.3720 -0.3242 0.7151 1.03 -0.07 -1.64 -0.088
H -2.5104 1.2282 0.9819 0.04 -0.32 0.01 0.077
H 2.8657 -0.6090 -1.7146 0.02 0.54 0.03 0.068
H -2.8366 -0.0092 -0.2470 0.04 0.08 0.35 0.077
H -2.7110 -0.4837 1.4627 0.26 0.18 -0.21 0.074
H 2.2705 0.9721 -2.0987 0.27 -0.51 0.22 0.075
H -0.0816 -0.4258 2.2981 0.41 -0.13 -0.15 0.149
H -0.7322 0.3568 -1.7337 0.09 0.09 -0.01 0.106
H 2.3070 -0.7299 1.1002 -0.54 0.33 0.52 0.107
```
Forces are in eV/Å.

Its LUMO energy is 1.0768 eV. The SMILES is Cc1cc(N)c[nH]1.